# 1
{
  "formula": "C26H36F3N2O15",
  "method": "ωB97M-V with the def2-TZVPD basis set",
  "symbols": ["C", "C", "C", "N", "C", "C", "O", "C", "O", "C", "C", "C", "C", "N", "O", "C", "C", "O", "C", "F", "F", "F", "C", "O", "O", "H", "H", "H", "H", "H", "H", "H", "H", "H", "H", "H", "H", "H", "H", "H", "H", "H", "H", "C", "C", "C", "O", "C", "O", "O", "H", "H", "H", "H", "H", "H", "C", "C", "C", "O", "C", "O", "O", "H", "H", "H", "H", "H", "H", "C", "C", "C", "O", "C", "O", "O", "H", "H", "H", "H", "H", "H"],
  "xyz": [[0.6601, 2.3037, -3.6764], [0.9167, 1.3694, -2.9816], [1.1281, 0.2149, -2.0913], [1.2576, -1.0542, -2.8218], [2.5333, -1.6383, -2.4149], [2.9816, -2.8806, -3.1675], [2.4972, -4.0816, -2.5657], [2.3586, -5.1092, -3.4130], [2.9883, -5.2660, -4.4240], [0.0599, -1.9049, -2.6359], [0.0051, -2.4941, -1.2011], [-1.3612, -2.8379, -0.6085], [-1.6697, -4.3379, -0.7369], [-2.8439, -4.8013, -1.4035], [-0.9101, -5.1142, -0.2251], [-1.1756, -1.0068, -3.0225], [-2.3895, -1.8147, -3.5011], [-2.4384, -1.9257, -4.9045], [-3.6861, -1.0204, -3.1191], [-3.5274, 0.3072, -3.1359], [-4.6649, -1.2558, -4.0312], [-4.2144, -1.4195, -1.9434], [-0.0356, -3.0801, -3.6661], [0.2183, -2.7993, -4.8488], [-0.3863, -4.2056, -3.2495], [0.5757, 3.2917, -4.0466], [2.0521, 0.4554, -1.5615], [0.3691, 0.1851, -1.3102], [2.6513, -1.8095, -1.3302], [3.3051, -0.8995, -2.6485], [4.0707, -2.8747, -3.2549], [2.6102, -2.8031, -4.1900], [1.5909, -5.8272, -3.1166], [0.5567, -3.4312, -1.2141], [0.5442, -1.8691, -0.4848], [-1.3157, -2.6753, 0.4719], [-2.1964, -2.2380, -0.9545], [-3.6064, -4.1549, -1.2355], [-2.6302, -4.8816, -2.3939], [-1.4509, -0.4561, -2.1117], [-0.9176, -0.3275, -3.8277], [-2.5086, -2.7714, -2.9998], [-2.1676, -2.8305, -5.1061], [-5.8430, 2.3760, 0.6798], [-4.6783, 1.4825, 1.0419], [-3.5962, 2.1643, 1.8323], [-2.4748, 1.3095, 1.5789], [-2.6655, 0.7851, 0.3373], [-1.8334, 0.1941, -0.2702], [-3.9248, 1.0355, -0.0991], [-6.7293, 1.7814, 0.4593], [-6.0903, 3.0349, 1.5131], [-5.6260, 2.9761, -0.2033], [-5.0391, 0.5909, 1.5632], [-3.8197, 2.2282, 2.8951], [-3.3602, 3.1608, 1.4499], [0.0534, -0.0503, 5.4368], [-0.2841, 1.1761, 4.6203], [0.7706, 2.2457, 4.6494], [-0.0030, 3.4071, 4.2824], [-1.2607, 3.1970, 4.7375], [-2.1123, 4.0292, 4.7785], [-1.4217, 1.9082, 5.1298], [-0.5214, -0.9108, 5.0947], [1.1091, -0.2986, 5.3259], [-0.1756, 0.0959, 6.4928], [-0.5190, 0.8893, 3.5919], [1.5883, 2.0515, 3.9467], [1.1779, 2.4121, 5.6517], [6.2849, 4.3720, 1.5347], [5.0248, 4.0249, 2.2952], [5.1896, 3.9972, 3.7913], [4.0838, 3.1707, 4.1813], [3.8690, 2.3081, 3.1551], [3.1567, 1.3563, 3.2175], [4.5677, 2.6814, 2.0576], [6.0429, 4.7415, 0.5390], [6.8359, 5.1597, 2.0500], [6.9296, 3.5024, 1.4111], [4.2141, 4.6990, 2.0057], [5.1333, 4.9833, 4.2456], [6.1127, 3.5020, 4.1037]],
  "mulliken_charge": [0.00, -1.05, -0.31, 0.01, -0.53, -1.17, -0.29, 0.19, -0.55, 1.90, -1.03, 0.07, -0.07, -0.69, -0.53, -0.97, 0.11, -0.69, 0.49, -0.27, -0.35, -0.26, -0.34, -0.78, -0.66, 0.51, 0.69, 0.20, 0.33, 0.71, 0.50, 0.41, 0.41, 0.52, 0.74, 0.46, -0.22, 0.35, 0.39, -0.41, 0.71, 0.30, 0.48, -1.47, 0.45, -0.66, -0.14, 0.21, -0.56, -0.22, 0.37, 0.37, 0.35, 0.27, 0.40, 0.30, -1.54, 0.95, -0.19, -0.34, 0.67, -0.59, -0.42, 0.36, 0.34, 0.38, 0.15, -0.01, 0.28, -1.40, 0.52, -0.55, -0.30, 0.65, -0.61, -0.32, 0.35, 0.36, 0.35, 0.26, 0.34, 0.32],
  "charge": -1
}

# 2
{
  "formula": "C26H36F6MgNO22S2",
  "method": "ωB97M-V with the def2-TZVPD basis set",
  "symbols": ["Mg", "C", "F", "F", "F", "S", "O", "O", "N", "S", "O", "O", "C", "F", "F", "F", "C", "C", "C", "O", "C", "O", "O", "H", "H", "H", "H", "H", "H", "C", "C", "C", "O", "C", "O", "O", "H", "H", "H", "H", "H", "H", "C", "C", "C", "O", "C", "O", "O", "H", "H", "H", "H", "H", "H", "C", "C", "C", "O", "C", "O", "O", "H", "H", "H", "H", "H", "H", "C", "C", "C", "O", "C", "O", "O", "H", "H", "H", "H", "H", "H", "C", "C", "C", "O", "C", "O", "O", "H", "H", "H", "H", "H", "H"],
  "xyz": [[2.4141, 5.8985, -8.2735], [-1.0259, 7.5014, -3.9050], [-2.1869, 7.9200, -3.4873], [-0.4250, 8.3917, -4.7079], [-0.2500, 7.3560, -2.8496], [-1.1955, 5.8610, -5.0679], [-2.1769, 4.8946, -4.6107], [-1.4325, 6.4609, -6.3701], [0.4411, 5.1896, -5.0765], [0.6563, 4.5303, -3.6315], [1.9933, 4.8216, -3.2143], [-0.3257, 4.7140, -2.5596], [0.7051, 2.6565, -4.0409], [1.7786, 2.3771, -4.8763], [0.7924, 1.7707, -2.9813], [-0.4585, 2.3933, -4.6492], [-6.3530, -1.6768, -11.9134], [-7.5224, -1.0567, -11.0916], [-7.7640, -1.6325, -9.6195], [-7.6581, -0.4214, -8.8700], [-7.2821, 0.5775, -9.5804], [-7.1572, 1.7136, -9.1985], [-7.1936, 0.2542, -10.8547], [-6.4761, -2.7548, -11.8098], [-5.4072, -1.3452, -11.4847], [-6.4360, -1.3459, -12.9486], [-8.5014, -1.0839, -11.5703], [-7.0277, -2.4111, -9.4200], [-8.8101, -1.9356, -9.5772], [-0.5767, 14.5761, -11.6362], [0.5832, 13.7609, -11.8772], [1.9597, 14.1416, -11.3956], [2.6434, 13.0535, -10.9522], [1.6716, 12.0920, -10.6682], [1.7846, 11.1403, -9.8550], [0.4381, 12.4939, -11.2948], [-1.4653, 14.0944, -12.0440], [-0.4334, 15.5430, -12.1187], [-0.6952, 14.5636, -10.5527], [0.7382, 13.7753, -12.9560], [2.0907, 15.0592, -10.8220], [2.5069, 14.3839, -12.3067], [-3.0129, 16.3840, -3.4332], [-2.6043, 17.2994, -2.2519], [-2.3410, 18.6788, -2.6226], [-3.5965, 19.4433, -2.4203], [-4.4106, 18.6885, -1.6510], [-5.3110, 19.0829, -1.0321], [-3.8012, 17.4979, -1.4966], [-3.5947, 15.4946, -3.1911], [-2.1167, 15.9804, -3.9046], [-3.5430, 16.9372, -4.2084], [-1.7377, 16.8536, -1.7636], [-2.0425, 18.6572, -3.6707], [-1.5503, 19.1786, -2.0632], [11.9848, 5.6790, -6.3363], [10.8391, 5.3001, -5.3847], [10.4499, 6.3734, -4.3330], [9.1064, 6.7567, -4.5722], [8.6264, 5.9573, -5.4684], [7.6000, 6.0554, -6.0468], [9.5564, 5.1563, -5.9723], [12.9319, 5.8913, -5.8404], [11.7964, 6.5924, -6.9005], [12.2111, 4.9233, -7.0885], [11.1075, 4.3924, -4.8442], [11.1689, 7.1831, -4.4571], [10.5983, 5.9878, -3.3243], [-8.0148, -0.4061, -0.2168], [-8.0280, -0.8859, -1.6641], [-6.7968, -1.5794, -2.3690], [-7.5146, -2.6110, -3.0961], [-8.6233, -2.9056, -2.4028], [-9.5015, -3.7080, -2.8026], [-8.8542, -1.9831, -1.4760], [-7.1418, 0.2111, -0.0045], [-8.0476, -1.1651, 0.5648], [-8.9180, 0.1973, -0.1257], [-8.5534, -0.1972, -2.3258], [-6.3249, -2.2448, -1.6460], [-6.2403, -0.8094, -2.9033], [-5.7515, 7.1592, 2.1969], [-6.3767, 8.4035, 2.6990], [-6.1409, 8.7286, 4.1363], [-5.3431, 9.8362, 4.1492], [-5.0990, 10.3089, 2.9514], [-4.4159, 11.3586, 2.8681], [-5.5829, 9.4106, 2.0269], [-4.7264, 7.0765, 2.5582], [-5.7293, 7.2042, 1.1080], [-6.3272, 6.2883, 2.5102], [-7.3711, 8.4918, 2.2615], [-5.7652, 7.9371, 4.7847], [-7.1033, 9.0756, 4.5125]],
  "mulliken_charge": [1.41, 0.74, -0.19, -0.22, -0.17, 0.97, -0.47, -0.62, -0.28, 0.86, -0.55, -0.47, 0.64, -0.23, -0.20, -0.20, -1.24, 0.27, -0.40, -0.31, 0.69, -0.59, -0.35, 0.38, 0.32, 0.32, 0.30, 0.30, 0.29, -1.38, 0.66, -0.52, -0.29, 0.59, -0.57, -0.36, 0.33, 0.37, 0.36, 0.21, 0.31, 0.29, -1.35, 0.53, -0.57, -0.36, 0.65, -0.47, -0.39, 0.34, 0.39, 0.33, 0.29, 0.32, 0.29, -1.43, 0.49, -0.42, -0.31, 0.69, -0.58, -0.36, 0.38, 0.36, 0.35, 0.23, 0.29, 0.30, -1.29, 0.31, -0.45, -0.31, 0.63, -0.59, -0.29, 0.35, 0.33, 0.34, 0.31, 0.32, 0.32, -1.42, 0.49, -0.43, -0.31, 0.69, -0.59, -0.35, 0.35, 0.35, 0.37, 0.28, 0.33, 0.27],
  "charge": 1
}

# 3
{
  "formula": "C26H36FN3O2",
  "method": "ωB97M-V with the def2-TZVPD basis set",
  "symbols": ["C", "O", "C", "C", "C", "C", "C", "C", "O", "N", "C", "C", "N", "C", "C", "C", "C", "C", "C", "C", "N", "C", "C", "C", "C", "C", "C", "C", "F", "C", "C", "C", "H", "H", "H", "H", "H", "H", "H", "H", "H", "H", "H", "H", "H", "H", "H", "H", "H", "H", "H", "H", "H", "H", "H", "H", "H", "H", "H", "H", "H", "H", "H", "H", "H", "H", "H", "H"],
  "xyz": [[-2.9296, -2.2625, -4.3268], [-2.7503, -0.8713, -4.2299], [-1.5579, -0.3999, -3.7634], [-1.4455, 0.9879, -3.6758], [-0.2855, 1.5661, -3.2066], [0.7942, 0.7830, -2.8121], [2.0783, 1.4241, -2.3483], [2.7152, 0.6622, -1.1959], [3.3986, -0.3217, -1.4268], [2.5277, 1.1092, 0.0709], [1.6938, 2.2251, 0.4596], [0.1822, 1.8835, 0.4683], [-0.7085, 2.9489, 0.8641], [-0.5772, 3.3555, 2.2446], [-0.7475, 4.0742, -0.0402], [3.2308, 0.4101, 1.1340], [2.3218, -0.3844, 2.0734], [3.1468, -1.1541, 3.1055], [2.2127, -1.9473, 4.0157], [1.2794, -2.8333, 3.1919], [0.5467, -1.9995, 2.2659], [-0.6167, -2.6075, 1.6495], [-1.5615, -1.5074, 1.2420], [-1.8301, -1.1972, -0.0831], [-2.6510, -0.1335, -0.4188], [-3.2131, 0.6515, 0.5714], [-2.9667, 0.3631, 1.9021], [-2.1502, -0.7061, 2.2147], [-1.9259, -0.9798, 3.5192], [1.4488, -1.3844, 1.3158], [0.6802, -0.5952, -2.9110], [-0.4807, -1.1888, -3.3767], [-3.9369, -2.4034, -4.7155], [-2.8504, -2.7469, -3.3478], [-2.2102, -2.7148, -5.0172], [-2.2834, 1.5923, -3.9865], [-0.2140, 2.6439, -3.1596], [2.8002, 1.3661, -3.1697], [1.9092, 2.4736, -2.1162], [1.9990, 2.5201, 1.4660], [1.8713, 3.0771, -0.2031], [-0.1167, 1.5541, -0.5300], [0.0092, 1.0548, 1.1565], [-1.4394, 3.9679, 2.5094], [-0.5749, 2.4707, 2.8784], [0.3315, 3.9427, 2.4480], [-0.8781, 3.7067, -1.0560], [-1.6063, 4.6953, 0.2152], [0.1523, 4.7079, 0.0004], [3.9285, -0.2729, 0.6437], [3.8049, 1.1417, 1.7146], [1.6551, 0.3003, 2.6077], [3.7539, -0.4667, 3.6986], [3.8227, -1.8375, 2.5859], [2.7899, -2.5639, 4.7067], [1.6017, -1.2558, 4.5977], [0.5690, -3.3303, 3.8565], [1.8684, -3.6101, 2.6685], [-0.3620, -3.2326, 0.7765], [-1.1037, -3.2404, 2.3968], [-1.3808, -1.7951, -0.8629], [-2.8435, 0.0870, -1.4568], [-3.8417, 1.4882, 0.3117], [-3.3942, 0.9548, 2.6960], [0.8646, -0.8769, 0.5461], [2.0910, -2.1296, 0.8128], [1.5159, -1.2148, -2.6230], [-0.5267, -2.2647, -3.4447]],
  "nbo_charge": [-0.25, -0.50, 0.29, -0.26, -0.19, -0.04, -0.51, 0.70, -0.65, -0.44, -0.24, -0.23, -0.44, -0.41, -0.41, -0.21, -0.24, -0.38, -0.40, -0.21, -0.45, -0.22, -0.12, -0.20, -0.24, -0.17, -0.31, 0.47, -0.34, -0.23, -0.21, -0.26, 0.20, 0.18, 0.18, 0.23, 0.21, 0.25, 0.21, 0.21, 0.20, 0.22, 0.21, 0.20, 0.20, 0.16, 0.20, 0.20, 0.16, 0.24, 0.19, 0.20, 0.21, 0.20, 0.21, 0.20, 0.20, 0.16, 0.17, 0.21, 0.22, 0.22, 0.22, 0.23, 0.22, 0.17, 0.24, 0.21],
  "smiles": "COc1ccc(CC(=O)N(CCN(C)C)C[C@@H]2CCCN(Cc3ccccc3F)C2)cc1"
}

Highest occupied orbital energy in eV, matching the order above: -4.911; -11.377; -8.137
DFT total energy in Eh, matching the order above: -2550.0971; -4317.4059; -1426.9537